{
  "formula": "C48H50ClN9OW",
  "method": "ωB97M-V/def2-TZVPD",
  "elements": ["W", "N", "C", "N", "C", "N", "N", "C", "C", "C", "C", "C", "C", "N", "C", "C", "C", "C", "C", "C", "H", "H", "H", "H", "H", "H", "H", "H", "H", "H", "H", "O", "N", "C", "C", "N", "C", "N", "C", "C", "C", "C", "C", "C", "C", "C", "N", "C", "C", "C", "C", "C", "C", "C", "C", "C", "C", "H", "H", "H", "H", "H", "H", "H", "H", "H", "H", "H", "H", "H", "H", "H", "H", "H", "H", "H", "H", "H", "H", "H", "H", "Cl", "C", "C", "C", "C", "C", "C", "C", "H", "H", "H", "H", "H", "H", "C", "C", "C", "C", "C", "C", "H", "H", "H", "H", "H", "H", "H", "H", "H"],
  "xyz": [[0.736356, -0.690857, 0.846563], [2.071796, 3.620047, -1.885329], [2.283917, 2.498380, -1.170734], [1.494652, 2.037820, -0.263967], [0.349894, 2.729276, 0.036436], [-0.504955, 2.365850, 0.937090], [-0.300327, 1.145670, 1.570546], [-0.843237, 1.095946, 2.730614], [-0.684603, -0.099095, 3.542246], [-1.303910, -0.232116, 4.773883], [-1.078375, -1.385786, 5.504252], [-0.246234, -2.356982, 4.973351], [0.320386, -2.159510, 3.725425], [0.111688, -1.046878, 3.026633], [0.034805, 3.955102, -0.707603], [-1.140163, 4.685099, -0.502394], [-1.402061, 5.807474, -1.255423], [-0.491524, 6.221737, -2.232318], [0.669127, 5.515592, -2.454360], [0.926706, 4.378096, -1.688376], [2.737932, 3.885410, -2.591933], [3.197365, 1.959691, -1.397557], [-1.383833, 1.956929, 3.109493], [-1.937241, 0.561747, 5.144591], [-1.541554, -1.522532, 6.472247], [-0.032131, -3.271661, 5.507637], [0.945327, -2.906256, 3.259430], [-1.830614, 4.341883, 0.254985], [-2.312249, 6.368685, -1.095255], [-0.701195, 7.102836, -2.824191], [1.375131, 5.828168, -3.213752], [1.239967, -2.481445, 0.017242], [1.811630, -2.434111, 1.217322], [3.083028, -2.903713, 1.322013], [3.733161, -3.548010, 0.244870], [4.263679, -4.082284, -0.629448], [3.632903, -2.914352, 2.626559], [4.009845, -2.913304, 3.718300], [5.166927, -0.645854, -0.986150], [3.918438, -0.660962, -1.824321], [3.977693, -0.798059, -3.209212], [2.803209, -0.866232, -3.943707], [2.842692, -1.099508, -5.431835], [1.564406, -0.741253, -3.319033], [1.447255, -0.529122, -1.935848], [2.671681, -0.542466, -1.242534], [0.293622, -0.289321, -1.186825], [-0.977905, -0.106717, -1.942847], [-1.430392, -1.453436, -2.536659], [-2.671334, -1.275575, -3.414233], [-3.823637, -0.769445, -2.546463], [-3.430342, 0.575602, -1.933318], [-3.206601, 1.586740, -3.056147], [-2.039205, 1.100995, -3.913235], [-2.378431, -0.262234, -4.525151], [-0.788640, 0.976351, -3.036895], [-2.150619, 0.429144, -1.096141], [6.014956, -0.270351, -1.559291], [5.415907, -1.654485, -0.653942], [5.050413, -0.022069, -0.096895], [4.937969, -0.879274, -3.705218], [3.863570, -1.064235, -5.810327], [2.253002, -0.353605, -5.967913], [2.430155, -2.079965, -5.677459], [0.693959, -0.822157, -3.950334], [2.696596, -0.416759, -0.157694], [-1.645918, -2.119179, -1.696092], [-0.631513, -1.927444, -3.107437], [-2.937287, -2.238799, -3.859077], [-4.033933, -1.498320, -1.758750], [-4.735744, -0.658821, -3.142238], [-4.229060, 0.927929, -1.272776], [-2.975210, 2.572551, -2.638019], [-4.112446, 1.690871, -3.662518], [-1.840860, 1.820848, -4.713138], [-1.544309, -0.615346, -5.141016], [-3.246511, -0.166155, -5.185070], [-0.606860, 1.929773, -2.527722], [0.075409, 0.797509, -3.669363], [-2.351561, -0.236067, -0.263136], [-1.892297, 1.405967, -0.693612], [2.685813, 3.512898, 2.135088], [2.231118, 2.500977, 3.484550], [1.981359, 3.189977, 4.665881], [1.767927, 2.503020, 5.845683], [1.857447, 1.119008, 5.834231], [2.081653, 0.454649, 4.644140], [2.217507, 1.102358, 3.403782], [2.397101, 0.241042, 2.189622], [1.988322, 4.271157, 4.646643], [1.580953, 3.044550, 6.763308], [1.766164, 0.552313, 6.752088], [2.188868, -0.622694, 4.662700], [2.950154, -0.631139, 2.530579], [3.010776, 0.756380, 1.447771], [-4.452558, -2.472437, 1.658707], [-3.200981, -3.336071, 1.452346], [-2.952975, -4.181109, 2.708573], [-3.394838, -4.256696, 0.240564], [-2.037996, -2.463724, 1.223738], [-1.086646, -1.738291, 1.034915], [-5.324059, -3.109437, 1.825700], [-4.644275, -1.847339, 0.786328], [-4.330267, -1.819056, 2.524368], [-3.802606, -4.843692, 2.889105], [-2.821731, -3.540963, 3.583046], [-2.056444, -4.791443, 2.591709], [-4.264575, -4.899913, 0.392416], [-2.516817, -4.885390, 0.090550], [-3.550707, -3.672557, -0.667635]],
  "forces_ev_per_a": [[-0.99, -0.56, 0.03], [0.00, 0.01, -0.03], [-0.01, -0.02, 0.03], [0.10, 0.00, 0.10], [-0.21, -0.09, -0.05], [-0.05, -0.16, 0.10], [0.23, 0.42, -0.28], [0.05, -0.10, 0.04], [0.04, 0.17, -0.11], [0.02, -0.08, 0.04], [-0.04, 0.07, 0.00], [0.05, -0.04, -0.04], [-0.09, 0.03, 0.04], [0.00, 0.13, -0.02], [-0.02, -0.01, 0.05], [0.00, 0.01, 0.00], [0.02, 0.00, -0.02], [-0.03, 0.02, 0.00], [0.00, -0.03, 0.01], [0.03, 0.03, -0.04], [-0.02, 0.01, 0.00], [0.00, -0.02, -0.02], [0.02, 0.00, -0.02], [0.00, 0.01, 0.00], [0.00, 0.00, 0.00], [0.00, 0.00, 0.01], [0.00, 0.00, -0.01], [0.00, 0.00, 0.00], [0.00, 0.00, 0.00], [0.01, 0.00, 0.00], [0.00, 0.00, 0.00], [0.23, 0.02, -0.12], [0.05, -0.44, 0.09], [0.00, 0.10, 0.04], [-0.03, -0.01, 0.00], [0.03, 0.00, 0.00], [-0.01, -0.10, -0.02], [0.02, 0.05, 0.01], [0.02, 0.01, 0.01], [-0.08, -0.11, -0.11], [0.01, -0.02, 0.02], [0.00, -0.03, 0.01], [0.00, -0.01, 0.00], [0.11, -0.17, -0.09], [0.09, 0.01, 0.02], [0.13, 0.27, 0.15], [0.08, -0.09, 0.35], [0.12, 0.13, -0.23], [-0.03, -0.06, 0.01], [-0.01, -0.01, 0.01], [0.00, 0.01, 0.00], [-0.02, -0.03, -0.01], [0.01, 0.02, -0.01], [-0.01, 0.02, 0.02], [0.00, 0.00, -0.01], [-0.09, 0.16, -0.03], [0.12, -0.08, 0.04], [0.00, 0.01, 0.00], [0.00, -0.02, -0.02], [-0.01, -0.01, 0.00], [0.00, 0.00, -0.01], [0.00, 0.01, 0.00], [-0.01, 0.00, 0.00], [0.00, 0.00, 0.00], [0.18, -0.14, 0.05], [0.17, 0.26, -0.02], [-0.01, -0.02, 0.01], [-0.06, 0.01, 0.05], [-0.01, 0.00, 0.00], [-0.01, -0.01, 0.05], [0.00, 0.00, 0.00], [0.01, -0.01, 0.00], [0.00, 0.00, 0.00], [0.00, -0.01, 0.01], [0.00, 0.01, 0.00], [0.00, 0.00, -0.01], [0.00, 0.00, 0.00], [-0.01, 0.02, 0.01], [-0.22, 0.19, 0.10], [0.03, -0.10, 0.13], [0.04, 0.08, 0.08], [0.01, -0.10, -0.09], [-0.04, -0.04, -0.03], [0.00, -0.01, 0.00], [-0.01, 0.01, 0.01], [0.01, -0.03, -0.01], [0.06, -0.03, 0.03], [-0.02, -0.11, 0.09], [0.03, 0.21, -0.10], [0.01, 0.00, 0.00], [0.00, 0.00, 0.01], [-0.01, 0.00, 0.01], [0.01, 0.01, -0.01], [0.04, 0.05, -0.07], [-0.04, 0.09, -0.01], [0.00, 0.00, 0.01], [0.00, -0.01, -0.02], [0.00, -0.02, 0.00], [0.00, 0.01, 0.00], [-0.06, 0.06, -0.01], [0.07, 0.18, -0.13], [0.00, 0.00, 0.00], [0.01, 0.02, -0.04], [0.00, 0.00, 0.00], [0.00, 0.00, 0.00], [0.00, 0.00, 0.00], [0.00, 0.00, 0.00], [0.00, -0.01, 0.00], [0.01, 0.00, 0.00], [-0.01, 0.01, 0.00]],
  "lowdin_spin": [1.0675, -0.0009, 0.0011, 0.0202, -0.0013, 0.0054, 0.0031, 0.0246, 0.0017, 0.0034, 0.0002, 0.0043, 0.0059, 0.0086, 0.0003, -0.0003, -0.0001, -0.0005, 0.0000, -0.0005, 0.0001, 0.0002, 0.0008, 0.0001, -0.0001, 0.0005, 0.0020, 0.0000, 0.0000, 0.0000, 0.0000, 0.1127, 0.2499, 0.1848, 0.0309, 0.1001, 0.0316, 0.0842, 0.0010, 0.0015, 0.0012, 0.0016, 0.0002, 0.0015, 0.0068, 0.0085, 0.0077, 0.0010, 0.0007, 0.0001, 0.0000, -0.0001, 0.0000, 0.0000, 0.0000, -0.0001, -0.0002, 0.0000, 0.0003, 0.0004, 0.0001, 0.0000, 0.0001, 0.0001, 0.0001, 0.0034, 0.0000, 0.0000, 0.0000, 0.0000, 0.0000, 0.0000, 0.0000, 0.0000, 0.0000, 0.0000, 0.0000, 0.0000, 0.0000, -0.0001, 0.0000, -0.0005, -0.0020, 0.0006, -0.0027, 0.0004, -0.0023, 0.0000, -0.0169, 0.0001, -0.0002, 0.0001, -0.0001, 0.0019, -0.0012, 0.0037, 0.0067, 0.0019, 0.0012, 0.0408, -0.0095, 0.0006, 0.0002, 0.0001, 0.0002, 0.0001, 0.0002, 0.0001, 0.0002, 0.0000],
  "e_lumo_ev": [-1.1, -1.2],
  "gap_ev": [5.5, 6.0],
  "multiplicity": 3,
  "fmax_ha_per_bohr": 0.0221
}